(1)
{"formula": "C20H6BrCl4N3O2Rh", "method": "ωB97M-V with the def2-TZVPD basis set", "homo_ev": [-5.034, -4.829], "lumo_ev": [1.24, 0.56], "max_force_ha_per_bohr": 0.05565, "charge": -1, "elements": ["Rh", "Cl", "C", "C", "Cl", "C", "Cl", "C", "O", "C", "O", "C", "Cl", "Br", "C", "C", "C", "C", "C", "C", "C", "C", "C", "C", "H", "H", "H", "H", "H", "H", "N", "C", "C", "C", "N", "C", "N"], "xyz": [[-0.0708, -0.2217, -0.0192], [-2.6018, 5.4711, -3.0772], [-2.1463, 4.2890, -1.9054], [-2.5063, 4.4655, -0.5641], [-3.3816, 5.8731, -0.0879], [-2.1617, 3.5083, 0.3800], [-2.5740, 3.7135, 2.0434], [-1.4673, 2.3371, 0.0227], [-1.1341, 1.4315, 0.8821], [-1.0727, 2.1738, -1.3528], [-0.3911, 1.1159, -1.6513], [-1.4288, 3.1621, -2.2839], [-0.9631, 2.9317, -3.9312], [1.4622, -1.8180, -1.3575], [2.9296, -1.6209, -0.1240], [4.0368, -2.3901, -0.3200], [5.1345, -2.2336, 0.5458], [5.0862, -1.3103, 1.5514], [3.9354, -0.5156, 1.7621], [3.8721, 0.4409, 2.7992], [2.7500, 1.2010, 2.9743], [1.6282, 1.0254, 2.1405], [1.6348, 0.1038, 1.1266], [2.8062, -0.6715, 0.9079], [4.0731, -3.1095, -1.1268], [6.0163, -2.8442, 0.4038], [5.9350, -1.1653, 2.2089], [4.7330, 0.5580, 3.4468], [2.7107, 1.9377, 3.7665], [0.7454, 1.6297, 2.3069], [-1.4287, -1.6521, 0.5624], [-2.0110, -2.1776, 1.4249], [-2.7309, -2.8530, 2.3816], [-4.1074, -2.5726, 2.5447], [-5.2328, -2.3498, 2.6675], [-2.1121, -3.8479, 3.1693], [-1.6107, -4.6642, 3.8132]], "lowdin_charge": [0.892, 0.635, -0.723, -0.720, 0.642, -0.620, 0.686, -0.384, -0.160, -0.398, -0.190, -0.620, 0.679, 0.894, -0.541, -0.133, -0.084, -0.037, -0.170, -0.049, -0.072, -0.087, -0.154, -0.216, 0.099, 0.102, 0.111, 0.107, 0.104, 0.093, 0.035, -0.161, -0.286, -0.249, 0.116, -0.253, 0.111]}



(2)
{"formula": "C20H70N26O14", "method": "ωB97M-V with the def2-TZVPD basis set", "homo_ev": -8.997, "lumo_ev": -0.77, "max_force_ha_per_bohr": 0.13115, "charge": 0, "elements": ["C", "C", "C", "O", "C", "N", "H", "H", "H", "H", "H", "H", "H", "H", "H", "H", "H", "C", "C", "C", "O", "C", "N", "H", "H", "H", "H", "H", "H", "H", "H", "H", "H", "H", "C", "O", "N", "N", "H", "H", "H", "H", "C", "O", "N", "N", "H", "H", "H", "H", "C", "O", "N", "N", "H", "H", "H", "H", "C", "O", "N", "N", "H", "H", "H", "H", "C", "O", "N", "N", "H", "H", "H", "H", "C", "O", "N", "N", "H", "H", "H", "H", "C", "O", "N", "N", "H", "H", "H", "H", "C", "O", "N", "N", "H", "H", "H", "H", "C", "O", "N", "N", "H", "H", "H", "H", "C", "O", "N", "N", "H", "H", "H", "H", "C", "O", "N", "N", "H", "H", "H", "H", "C", "O", "N", "N", "H", "H", "H", "H"], "xyz": [[1.1160, 0.2207, 1.4670], [0.1298, 0.9407, 0.5105], [0.1365, 0.2754, -0.9502], [-0.0690, -1.1903, -0.8863], [-0.4865, -1.7438, -2.1580], [-1.1788, 0.9193, 1.0824], [0.9543, -0.8558, 1.5229], [1.0214, 0.4849, 2.5203], [2.1538, 0.2992, 1.1431], [0.4802, 1.9706, 0.4419], [1.1712, 0.4100, -1.2656], [-0.5847, 0.8136, -1.5653], [-1.3756, -1.3843, -2.6761], [-0.6419, -2.8194, -2.0748], [0.3824, -1.7252, -2.8158], [-1.4661, -0.0489, 1.0923], [-1.7668, 1.2081, 0.3137], [-4.2784, -1.6136, -2.1217], [-4.3471, -0.4189, -1.2183], [-4.1802, -0.8402, 0.2768], [-5.0366, -1.8404, 0.6328], [-4.6809, -2.6292, 1.7029], [-3.2837, 0.5290, -1.4834], [-5.2924, -2.0081, -2.0575], [-3.5958, -2.3880, -1.7715], [-4.0364, -1.4969, -3.1781], [-5.2913, 0.0786, -1.4400], [-4.3076, 0.0447, 0.9004], [-3.1574, -1.1414, 0.5032], [-5.5419, -3.2715, 1.8883], [-4.5383, -1.9667, 2.5566], [-3.7820, -3.1880, 1.4426], [-3.5484, 0.7620, -2.4298], [-2.4578, -0.0500, -1.5350], [1.7343, -1.2996, -6.4343], [0.7171, -0.7291, -6.1580], [2.2841, -1.3047, -7.6169], [2.3663, -2.1723, -5.6859], [2.9700, -2.0413, -7.7013], [1.8911, -0.7909, -8.3926], [2.1978, -2.2646, -4.6943], [3.2541, -2.5611, -5.9701], [0.7796, -4.5109, 0.3495], [1.4047, -4.7085, -0.6976], [0.8382, -5.2413, 1.4796], [0.0119, -3.5226, 0.5813], [1.4147, -6.0630, 1.5916], [0.2938, -5.0112, 2.2987], [-0.1856, -3.5514, 1.5714], [0.0203, -2.7016, -0.0070], [1.1611, -4.9719, -3.9970], [1.2250, -5.3115, -5.1217], [2.1596, -4.4164, -3.3462], [0.1287, -5.0965, -3.2350], [3.0768, -4.3517, -3.7640], [2.0744, -4.1662, -2.3713], [-0.7779, -5.4689, -3.4793], [0.2834, -4.7973, -2.2829], [-1.6605, 4.4402, 2.0149], [-2.6857, 3.9475, 2.3798], [-0.6712, 3.7448, 1.5496], [-1.4897, 5.7301, 2.0866], [-0.7185, 2.7390, 1.4704], [0.1675, 4.2709, 1.3497], [-0.5555, 6.1116, 2.0436], [-2.1630, 6.3263, 2.5462], [0.4681, 4.1804, -2.2772], [1.6289, 4.1443, -1.8991], [-0.5828, 4.1634, -1.5535], [0.1826, 4.0819, -3.5760], [-0.4068, 4.1985, -0.5596], [-1.4805, 4.1562, -2.0162], [0.9720, 4.2413, -4.1856], [-0.7977, 3.9347, -3.7693], [3.0736, 0.7482, -3.2250], [3.2336, -0.3716, -2.7371], [3.0694, 1.9293, -2.5992], [2.6426, 1.0326, -4.4955], [2.5478, 2.7173, -2.9558], [3.6325, 1.9627, -1.7614], [2.4943, 2.0126, -4.6898], [2.3345, 0.3192, -5.1406], [3.9983, 0.3651, 4.2464], [4.3182, 1.4231, 4.7028], [2.9984, -0.2933, 4.6633], [4.5138, -0.1997, 3.1991], [2.8504, -1.2493, 4.3728], [2.3835, 0.2577, 5.2449], [5.1656, 0.3092, 2.6192], [4.1123, -1.0644, 2.8657], [-2.2609, 1.2543, 4.7262], [-2.1291, 0.1778, 5.2945], [-3.3883, 1.9177, 4.4882], [-1.1783, 1.9274, 4.3424], [-3.3875, 2.7336, 3.8929], [-4.2188, 1.4544, 4.8285], [-1.3042, 2.5859, 3.5871], [-0.2477, 1.5466, 4.4378], [-0.7948, -2.9429, 4.2916], [-0.2351, -3.8579, 3.7476], [-0.2934, -1.7597, 4.1884], [-1.9727, -2.8305, 4.8629], [0.5394, -1.6457, 3.6285], [-0.7122, -0.9907, 4.6918], [-2.4482, -3.6397, 5.2360], [-2.3157, -1.8914, 5.0061], [3.9067, -2.0396, 0.1999], [3.8489, -2.6622, 1.2703], [4.6373, -1.0236, 0.0499], [3.2426, -2.3333, -0.8728], [4.3667, -0.4670, -0.7482], [5.4683, -0.8267, 0.5891], [2.4657, -2.9757, -0.8113], [3.2677, -1.6725, -1.6363], [-5.5519, 3.0868, 0.6857], [-6.6424, 2.7519, 0.1994], [-5.2956, 4.2180, 1.2683], [-4.3915, 2.5710, 0.4276], [-6.0458, 4.8810, 1.4011], [-4.4636, 4.3930, 1.8136], [-3.4934, 2.9191, 0.7316], [-4.3814, 1.7177, -0.1127], [4.3339, 2.6140, 1.0960], [5.2481, 1.7892, 1.1457], [4.2921, 3.6134, 0.2915], [3.3463, 2.5924, 1.9635], [3.4674, 4.1964, 0.2899], [5.0405, 3.7480, -0.3733], [2.7192, 3.3836, 1.9922], [3.4421, 1.8947, 2.6875]], "lowdin_charge": [-0.041, -0.392, -0.095, -0.234, -0.066, 0.058, 0.062, 0.053, 0.067, 0.099, 0.102, 0.108, 0.078, 0.069, 0.085, 0.075, 0.045, -0.060, -0.412, -0.222, -0.174, -0.098, 0.038, 0.087, 0.083, 0.085, 0.147, 0.111, 0.109, 0.098, 0.087, 0.093, 0.092, 0.028, -0.819, 0.043, 0.166, 0.181, 0.111, 0.124, 0.086, 0.117, -0.691, -0.028, 0.176, 0.212, 0.119, 0.057, 0.089, 0.064, -0.837, 0.056, 0.165, 0.178, 0.116, 0.045, 0.126, 0.057, -0.764, 0.007, 0.181, 0.203, 0.051, 0.115, 0.118, 0.134, -0.765, 0.000, 0.202, 0.173, 0.080, 0.129, 0.120, 0.112, -0.624, 0.003, 0.159, 0.180, 0.059, 0.096, 0.095, 0.057, -0.867, 0.048, 0.176, 0.193, 0.120, 0.122, 0.085, 0.079, -0.692, -0.005, 0.196, 0.180, 0.078, 0.123, 0.054, 0.103, -0.758, 0.024, 0.179, 0.188, 0.091, 0.065, 0.122, 0.076, -0.796, -0.009, 0.190, 0.202, 0.089, 0.121, 0.068, 0.043, -0.755, 0.013, 0.150, 0.166, 0.116, 0.063, 0.078, 0.046, -0.756, 0.007, 0.182, 0.191, 0.101, 0.132, 0.106, 0.075]}